C66H141O36P3S12 | wB97M-V/def2-TZVPD

The geometry in XYZ format:
```
258
Properties=species:S:1:pos:R:3:mulliken_charge:R:1
C 21.10 9.24 -11.14 -0.65
C 20.57 9.15 -9.71 -0.54
C 19.30 8.32 -9.80 -0.72
S 18.32 8.76 -11.33 1.05
O 17.48 9.89 -10.94 -0.62
O 17.78 7.53 -11.94 -0.62
C 19.88 9.24 -12.21 -0.64
H 21.68 8.33 -11.25 0.29
H 21.80 10.07 -11.27 0.36
H 20.28 10.12 -9.29 0.32
H 21.40 8.74 -9.15 0.30
H 18.61 8.38 -8.95 0.44
H 19.75 7.34 -9.94 0.34
H 19.62 10.28 -12.41 0.29
H 20.03 8.74 -13.16 0.40
C 18.40 10.30 -24.27 -0.57
C 19.35 9.09 -24.37 -0.60
C 19.79 8.78 -22.96 -0.74
S 20.26 10.34 -22.23 1.06
O 21.55 10.76 -22.85 -0.63
O 19.95 10.34 -20.79 -0.64
C 18.96 11.27 -23.21 -0.60
H 17.42 9.91 -23.99 0.29
H 18.34 10.71 -25.28 0.29
H 20.27 9.22 -24.93 0.33
H 18.83 8.22 -24.76 0.34
H 20.67 8.15 -22.80 0.45
H 18.97 8.42 -22.35 0.33
H 19.50 12.14 -23.59 0.36
H 18.15 11.59 -22.56 0.32
C 28.52 21.05 -15.05 -0.64
C 29.44 22.19 -15.01 -0.47
C 28.85 23.32 -15.80 -0.70
S 27.05 23.18 -15.63 1.06
O 26.36 23.02 -16.89 -0.64
O 26.52 24.15 -14.67 -0.65
C 27.11 21.63 -14.69 -0.67
H 28.87 20.36 -14.28 0.30
H 28.44 20.49 -15.98 0.34
H 30.35 21.87 -15.53 0.27
H 29.65 22.48 -13.98 0.30
H 28.95 23.20 -16.87 0.36
H 29.29 24.31 -15.62 0.40
H 26.23 21.02 -14.87 0.40
H 27.27 21.86 -13.64 0.33
C 25.64 3.13 -9.32 -0.59
C 27.06 2.98 -9.79 -0.54
C 27.79 1.89 -8.91 -0.73
S 26.55 0.60 -8.52 1.01
O 26.70 0.11 -7.16 -0.62
O 26.50 -0.33 -9.67 -0.62
C 25.21 1.86 -8.66 -0.63
H 24.95 3.42 -10.12 0.27
H 25.56 3.94 -8.60 0.28
H 27.54 3.96 -9.84 0.36
H 26.98 2.73 -10.84 0.30
H 27.99 2.31 -7.92 0.32
H 28.66 1.33 -9.25 0.44
H 25.06 2.24 -7.65 0.32
H 24.20 1.52 -8.92 0.45
C 22.97 18.21 -7.03 -0.67
C 23.02 16.92 -7.88 -0.54
C 24.47 16.73 -8.46 -0.59
S 25.55 18.00 -7.69 0.98
O 26.44 18.58 -8.76 -0.62
O 26.11 17.52 -6.40 -0.62
C 24.15 19.22 -7.35 -0.74
H 23.03 18.03 -5.96 0.36
H 22.03 18.73 -7.23 0.37
H 22.24 16.77 -8.63 0.39
H 22.78 16.19 -7.11 0.20
H 24.37 17.11 -9.48 0.29
H 24.93 15.75 -8.37 0.44
H 23.94 19.68 -8.32 0.31
H 24.65 19.90 -6.66 0.45
C 42.52 10.44 -14.66 -0.58
C 43.71 9.78 -14.00 -0.45
C 43.56 8.33 -14.27 -0.78
S 41.79 7.95 -13.94 1.11
O 41.67 7.67 -12.54 -0.63
O 41.10 7.11 -14.88 -0.65
C 41.28 9.70 -14.17 -0.70
H 42.55 10.28 -15.74 0.30
H 42.45 11.50 -14.45 0.30
H 43.66 9.91 -12.92 0.30
H 44.66 10.09 -14.44 0.30
H 44.11 7.58 -13.69 0.41
H 43.68 8.08 -15.32 0.36
H 40.79 9.97 -13.23 0.34
H 40.43 9.59 -14.85 0.38
C 35.01 8.36 -21.65 -0.54
C 35.74 7.17 -21.01 -0.58
C 37.24 7.22 -21.08 -0.68
S 37.57 8.05 -22.76 1.00
O 37.40 6.98 -23.74 -0.61
O 38.71 8.96 -22.69 -0.62
C 35.85 9.01 -22.78 -0.61
H 34.88 9.14 -20.90 0.26
H 34.02 8.08 -22.02 0.28
H 35.29 6.23 -21.34 0.32
H 35.49 7.16 -19.95 0.35
H 37.75 6.26 -21.08 0.39
H 37.62 7.96 -20.37 0.34
H 35.35 9.00 -23.75 0.36
H 35.97 10.05 -22.48 0.35
C 38.60 2.68 -7.48 -0.59
C 38.28 2.11 -6.13 -0.61
C 37.98 0.63 -6.30 -0.64
S 39.11 -0.02 -7.56 1.06
O 38.43 -0.57 -8.72 -0.62
O 40.19 -0.73 -6.97 -0.63
C 39.64 1.67 -8.05 -0.74
H 38.97 3.70 -7.36 0.32
H 37.70 2.74 -8.10 0.32
H 37.39 2.60 -5.72 0.29
H 39.05 2.37 -5.40 0.33
H 36.99 0.41 -6.70 0.37
H 38.11 0.07 -5.37 0.37
H 39.96 1.89 -9.07 0.42
H 40.51 1.85 -7.41 0.36
C 26.35 -0.60 -16.86 -0.61
C 27.11 -1.76 -17.60 -0.56
C 26.37 -2.25 -18.89 -0.63
S 24.86 -1.17 -19.07 1.03
O 23.68 -1.99 -19.41 -0.64
O 25.22 0.00 -19.90 -0.62
C 24.83 -0.70 -17.26 -0.72
H 26.64 0.39 -17.20 0.30
H 26.51 -0.61 -15.78 0.36
H 27.13 -2.62 -16.94 0.28
H 28.14 -1.46 -17.79 0.30
H 25.93 -3.24 -18.83 0.34
H 26.81 -2.13 -19.88 0.39
H 24.39 -1.55 -16.74 0.33
H 24.22 0.18 -17.06 0.44
C 28.42 17.34 -22.62 -0.59
C 27.67 16.46 -21.55 -0.62
C 27.50 15.07 -22.09 -0.67
S 29.06 14.69 -23.06 1.00
O 28.87 13.84 -24.31 -0.63
O 30.18 14.42 -22.09 -0.61
C 29.34 16.51 -23.54 -0.63
H 28.94 18.13 -22.07 0.29
H 27.62 17.81 -23.19 0.32
H 26.88 17.06 -21.11 0.40
H 28.39 16.30 -20.75 0.27
H 26.62 14.94 -22.73 0.35
H 27.50 14.32 -21.30 0.39
H 28.93 16.41 -24.54 0.29
H 30.43 16.61 -23.63 0.44
C 34.04 18.34 -10.07 -0.54
C 33.93 17.11 -9.17 -0.64
C 33.53 15.92 -10.11 -0.79
S 34.24 16.26 -11.79 1.07
O 33.15 16.13 -12.74 -0.63
O 35.48 15.53 -11.84 -0.62
C 34.55 18.01 -11.48 -0.64
H 34.77 19.03 -9.65 0.29
H 33.10 18.89 -10.17 0.30
H 33.29 17.34 -8.31 0.36
H 34.80 16.89 -8.55 0.32
H 32.44 15.89 -10.15 0.36
H 33.64 14.90 -9.75 0.46
H 34.13 18.49 -12.36 0.36
H 35.61 18.22 -11.65 0.34
C 34.98 -1.86 -15.56 -0.74
C 34.19 -2.73 -14.53 -0.52
C 33.40 -1.74 -13.66 -0.61
S 33.97 -0.02 -13.96 1.03
O 34.34 0.58 -12.65 -0.63
O 33.12 0.72 -14.89 -0.62
C 35.52 -0.57 -14.83 -0.69
H 34.25 -1.49 -16.29 0.34
H 35.73 -2.46 -16.07 0.38
H 34.89 -3.31 -13.93 0.32
H 33.61 -3.36 -15.21 0.27
H 33.56 -2.02 -12.62 0.34
H 32.31 -1.79 -13.73 0.38
H 36.28 -0.81 -14.09 0.33
H 35.89 0.19 -15.52 0.40
C 28.91 5.83 -26.07 -1.22
C 28.44 6.57 -27.29 -0.24
O 28.62 5.73 -28.45 -0.30
P 28.72 6.37 -30.00 0.93
O 27.52 7.10 -30.46 -0.72
O 30.09 7.26 -29.83 -0.35
C 31.22 6.55 -29.47 -0.06
C 32.48 7.11 -30.19 -1.25
O 29.12 5.04 -30.83 -0.29
C 29.17 5.00 -32.27 -0.20
C 27.74 4.91 -32.85 -1.09
H 28.70 6.42 -25.17 0.37
H 28.34 4.91 -26.00 0.31
H 29.91 5.40 -26.04 0.31
H 27.37 6.80 -27.29 0.34
H 28.96 7.52 -27.39 0.33
H 31.36 6.62 -28.39 0.25
H 31.17 5.48 -29.67 0.37
H 32.43 8.19 -30.27 0.33
H 33.34 6.81 -29.59 0.37
H 32.62 6.66 -31.17 0.28
H 29.69 5.90 -32.60 0.28
H 29.72 4.10 -32.52 0.30
H 27.78 4.52 -33.87 0.38
H 27.04 4.32 -32.25 0.28
H 27.35 5.93 -32.89 0.31
C 26.54 8.29 -16.45 -0.97
C 27.89 8.04 -15.83 -0.28
O 27.77 8.35 -14.46 -0.32
P 28.35 9.80 -13.88 0.78
O 27.87 10.05 -12.48 -0.74
O 30.01 9.63 -14.00 -0.22
C 30.78 8.60 -13.46 -0.25
C 32.26 8.81 -13.73 -1.13
O 28.04 10.92 -15.03 -0.17
C 28.16 12.31 -14.85 -0.31
C 26.66 12.72 -15.09 -1.06
H 25.73 7.86 -15.87 0.28
H 26.49 9.38 -16.55 0.13
H 26.57 8.08 -17.52 0.39
H 28.14 6.99 -15.95 0.40
H 28.74 8.55 -16.29 0.34
H 30.52 8.40 -12.42 0.35
H 30.39 7.66 -13.86 0.30
H 32.79 8.18 -13.03 0.34
H 32.64 8.56 -14.72 0.29
H 32.51 9.86 -13.58 0.30
H 28.53 12.72 -13.91 0.35
H 28.82 12.68 -15.63 0.28
H 26.28 13.74 -15.14 0.41
H 26.31 12.33 -16.05 0.25
H 26.03 12.28 -14.32 0.27
C 32.80 3.19 -0.90 -0.86
C 31.75 3.38 -2.00 -0.30
O 31.51 4.76 -2.30 -0.33
P 30.16 5.62 -1.89 0.85
O 28.99 5.18 -2.75 -0.72
O 30.66 7.15 -2.05 -0.27
C 31.08 7.63 -3.34 -0.25
C 30.06 8.73 -3.80 -1.16
O 29.93 5.40 -0.23 -0.27
C 30.78 6.06 0.71 -0.22
C 30.61 5.14 1.92 -1.16
H 32.46 3.51 0.08 0.08
H 33.19 2.17 -0.90 0.40
H 33.62 3.83 -1.20 0.26
H 32.03 2.91 -2.94 0.35
H 30.79 2.94 -1.72 0.30
H 32.12 7.94 -3.37 0.37
H 31.08 6.87 -4.11 0.29
H 29.96 9.59 -3.15 0.31
H 30.46 9.26 -4.67 0.39
H 29.08 8.28 -3.94 0.28
H 31.82 6.32 0.51 0.38
H 30.35 7.02 1.00 0.36
H 31.01 4.19 1.56 0.25
H 31.28 5.54 2.68 0.37
H 29.59 5.02 2.28 0.31
```

Properties
Net charge: 0
Highest occupied orbital energy: -9.93 eV
Spin multiplicity: 1
ΔE to the lowest compared entry with this formula, charge and spin: 0.133 eV

=====

C66H144N6O12 | wB97M-V/def2-TZVPD

The geometry in XYZ format:
```
228
Properties=species:S:1:pos:R:3:mulliken_charge:R:1
C -4.25 -6.49 -0.65 -1.69
C -4.40 -4.96 -0.85 1.95
C -4.12 -4.53 -2.23 -1.88
C -5.86 -4.67 -0.39 -1.46
C -6.05 -3.15 -0.24 -0.67
C -5.15 -2.70 0.88 -1.39
C -3.65 -2.95 0.54 1.37
C -3.28 -1.91 -0.51 -0.83
C -2.73 -2.71 1.72 -0.95
N -3.45 -4.33 0.11 0.73
O -2.10 -4.59 -0.18 0.49
H -3.51 -6.84 -1.37 0.33
H -4.02 -6.81 0.38 0.17
H -5.16 -7.06 -0.97 0.46
H -3.07 -4.61 -2.52 0.12
H -4.68 -5.21 -2.90 0.53
H -4.42 -3.56 -2.59 0.30
H -6.50 -5.21 -1.12 0.53
H -6.08 -5.12 0.58 0.34
H -5.86 -2.60 -1.15 0.28
H -7.09 -2.94 0.03 0.43
H -5.40 -3.19 1.81 0.42
H -5.30 -1.63 1.12 0.41
H -3.46 -0.90 -0.18 0.54
H -3.81 -2.02 -1.42 -0.17
H -2.26 -2.06 -0.82 -0.18
H -1.70 -2.71 1.50 -0.63
H -2.96 -3.48 2.49 0.50
H -3.08 -1.72 2.12 0.20
H -1.81 -5.32 0.40 -0.75
C -1.45 1.18 4.42 -1.25
C -1.76 0.26 5.68 1.61
C -2.87 0.96 6.48 -1.69
C -2.27 -1.04 5.16 -1.46
C -1.14 -1.96 4.64 1.74
C -0.18 -2.20 5.83 -2.05
C 0.46 -0.89 6.23 1.83
C 1.35 -1.20 7.44 -2.14
C 1.42 -0.33 5.10 -0.79
N -0.63 0.03 6.53 0.18
O -0.06 1.29 6.92 -0.47
H -0.78 1.97 4.71 0.36
H -1.11 0.51 3.67 -0.40
H -2.43 1.56 4.17 0.62
H -2.51 1.97 6.62 0.39
H -3.73 1.06 5.77 0.35
H -3.03 0.35 7.42 0.43
H -2.85 -1.58 5.90 0.51
H -2.95 -0.73 4.31 0.04
H -1.59 -2.92 4.38 -0.07
H -0.56 -1.57 3.78 -0.69
H 0.54 -2.98 5.65 0.59
H -0.84 -2.50 6.61 0.49
H 1.95 -0.36 7.76 0.45
H 2.04 -1.97 7.09 0.37
H 0.77 -1.55 8.31 0.45
H 1.93 0.56 5.45 0.57
H 0.83 -0.02 4.23 -0.45
H 2.14 -1.08 4.77 0.32
H -0.12 1.25 7.87 0.36
C -0.89 5.87 -1.08 -2.90
C -1.14 7.35 -1.43 2.60
C -2.62 7.74 -1.22 -1.81
C -0.24 8.25 -0.59 -1.53
C -0.32 9.69 -1.04 -1.00
C 0.10 9.71 -2.50 -1.26
C -0.67 8.78 -3.38 1.66
C -2.02 9.51 -3.69 -1.54
C 0.07 8.51 -4.65 -1.95
N -0.66 7.48 -2.79 0.26
O -1.45 6.57 -3.53 -0.34
H 0.15 5.55 -1.26 0.23
H -1.21 5.79 -0.04 0.56
H -1.54 5.31 -1.71 0.67
H -3.30 7.32 -1.97 0.35
H -2.99 7.30 -0.29 0.42
H -2.77 8.80 -1.15 0.37
H -0.20 8.12 0.51 0.37
H 0.72 7.89 -0.84 0.53
H -1.29 10.11 -0.92 0.46
H 0.36 10.30 -0.45 0.43
H 1.12 9.24 -2.44 0.34
H 0.12 10.64 -3.03 0.53
H -1.78 10.48 -4.17 0.43
H -2.72 9.81 -2.91 0.31
H -2.66 9.10 -4.49 0.41
H 1.10 8.07 -4.46 0.33
H 0.19 9.43 -5.25 0.44
H -0.44 7.82 -5.42 0.30
H -2.25 7.02 -3.79 0.34
C 1.98 3.06 3.66 -1.63
C 2.09 3.71 2.28 1.66
C 0.61 3.88 1.71 0.06
C 2.68 5.07 2.50 -1.59
C 3.05 5.74 1.15 0.41
C 4.14 4.83 0.55 -1.42
C 3.59 3.40 0.25 1.98
C 2.64 3.38 -1.00 -0.98
C 4.77 2.57 -0.18 -1.65
N 3.02 2.95 1.50 0.30
O 2.54 1.64 1.36 1.35
H 2.96 3.07 4.16 0.40
H 1.21 3.56 4.28 0.43
H 1.64 2.04 3.64 -0.31
H -0.01 4.53 2.35 0.80
H 0.73 4.33 0.71 -1.01
H 0.05 2.92 1.63 -0.38
H 1.87 5.68 2.86 0.49
H 3.51 5.05 3.15 0.43
H 2.25 5.63 0.41 -0.44
H 3.32 6.79 1.37 0.39
H 4.97 4.66 1.26 0.28
H 4.50 5.29 -0.42 0.44
H 3.11 3.78 -1.91 0.84
H 1.79 4.04 -0.83 -0.35
H 2.18 2.37 -1.19 -0.69
H 4.44 1.55 -0.50 0.00
H 5.44 2.38 0.72 0.25
H 5.34 3.04 -1.00 0.44
H 1.94 1.68 0.58 -0.59
C 0.35 0.09 -6.97 -1.85
C -0.74 -0.70 -6.18 1.75
C -0.85 -2.10 -6.84 -1.89
C -0.20 -0.88 -4.72 -0.52
C -1.32 -1.38 -3.81 -0.63
C -2.51 -0.38 -3.89 -0.29
C -3.06 -0.22 -5.30 2.02
C -3.92 -1.42 -5.73 -2.00
C -3.96 1.04 -5.38 -2.11
N -1.94 0.10 -6.15 0.76
O -2.40 0.24 -7.51 -0.59
H 0.36 1.12 -6.55 0.25
H 1.31 -0.37 -6.79 0.39
H 0.15 0.04 -8.03 0.51
H -1.46 -2.19 -7.77 0.39
H 0.16 -2.50 -7.07 0.39
H -1.37 -2.81 -6.21 0.33
H 0.72 -1.53 -4.76 0.53
H 0.18 0.10 -4.29 -0.75
H -1.70 -2.33 -4.30 0.30
H -1.01 -1.69 -2.85 0.58
H -2.14 0.62 -3.57 -0.37
H -3.27 -0.73 -3.19 -0.06
H -4.17 -1.43 -6.80 0.35
H -4.92 -1.56 -5.34 0.46
H -3.42 -2.31 -5.49 0.36
H -4.77 1.04 -4.65 0.34
H -4.33 1.12 -6.39 0.50
H -3.27 1.85 -5.24 0.39
H -2.09 1.11 -7.80 0.32
C 0.14 -7.93 2.98 -2.05
C -0.65 -6.74 2.42 1.99
C -2.17 -7.00 2.53 -1.85
C -0.35 -5.42 3.17 -0.51
C 1.04 -4.86 2.89 -0.68
C 1.10 -4.57 1.36 0.09
C 0.92 -5.93 0.59 2.43
C 0.84 -5.58 -0.91 -1.97
C 2.12 -6.92 0.82 -1.85
N -0.40 -6.55 0.96 1.60
O -0.62 -7.71 0.22 -0.73
H -0.08 -8.05 4.02 0.49
H -0.07 -8.77 2.36 0.44
H 1.19 -7.73 3.07 0.35
H -2.68 -6.18 2.00 0.24
H -2.50 -7.95 2.14 0.41
H -2.40 -6.96 3.58 0.45
H -1.04 -4.60 2.91 -0.88
H -0.53 -5.77 4.21 0.79
H 1.24 -4.02 3.62 -0.22
H 1.78 -5.63 3.10 0.36
H 1.99 -4.00 1.17 -0.42
H 0.20 -4.03 1.12 -0.26
H 0.70 -6.51 -1.51 0.46
H 1.83 -5.31 -1.29 0.33
H 0.05 -4.87 -1.22 0.07
H 1.85 -7.90 0.44 0.35
H 2.43 -6.92 1.85 0.34
H 3.06 -6.52 0.36 0.41
H -1.34 -7.45 -0.42 0.22
C 4.99 -4.39 1.98 -0.34
O 5.40 -3.02 1.99 -0.48
C 4.43 -2.22 2.61 0.18
C 4.76 -0.73 2.68 -0.68
O 5.65 -0.45 3.79 -0.42
C 5.68 0.86 4.21 -0.42
H 4.84 -4.66 3.06 0.33
H 5.77 -5.04 1.58 0.33
H 4.08 -4.42 1.35 -0.04
H 4.24 -2.58 3.67 0.57
H 3.47 -2.33 2.03 -0.29
H 3.84 -0.09 2.64 0.14
H 5.27 -0.52 1.77 0.58
H 6.66 0.96 4.75 0.31
H 4.87 1.07 4.92 0.12
H 5.63 1.54 3.33 0.13
C 0.35 -0.57 0.68 -0.07
O 0.40 0.53 -0.21 0.85
C -0.87 0.76 -0.86 0.09
C -0.73 2.13 -1.55 -0.11
O 0.13 2.00 -2.68 0.82
C 0.03 2.97 -3.71 -0.81
H -0.21 -0.28 1.56 0.16
H 1.42 -0.78 0.89 -0.54
H -0.09 -1.44 0.15 -0.26
H -1.62 0.68 -0.07 0.43
H -1.02 0.07 -1.70 -0.69
H -0.23 2.80 -0.85 -1.17
H -1.69 2.55 -1.79 0.92
H 0.64 2.59 -4.53 0.13
H 0.31 3.95 -3.25 0.26
H -1.05 3.08 -4.07 0.04
C 5.39 -3.04 -1.56 -0.62
O 3.98 -3.09 -1.70 -0.44
C 3.20 -2.04 -1.17 1.01
C 2.95 -0.86 -2.14 0.95
O 4.23 -0.35 -2.56 -0.46
C 4.10 0.56 -3.61 -0.47
H 5.74 -2.50 -2.44 0.22
H 5.83 -4.02 -1.49 0.25
H 5.64 -2.48 -0.63 0.23
H 3.81 -1.66 -0.30 -0.70
H 2.22 -2.44 -0.83 -0.29
H 2.37 -0.06 -1.69 -0.10
H 2.35 -1.25 -3.00 -0.12
H 5.09 0.86 -3.88 0.33
H 3.48 1.43 -3.31 0.01
H 3.78 0.05 -4.54 0.29
```

Properties
SMILES string: CC1(C)CCCC(C)(C)N1O.CC1(C)CCCC(C)(C)N1O.CC1(C)CCCC(C)(C)N1O.CC1(C)CCCC(C)(C)N1O.CC1(C)CCCC(C)(C)N1O.CC1(C)CCCC(C)(C)N1O.COCCOC.COCCOC.COCCOC
Net charge: 0
Highest occupied orbital energy: -8.08 eV
Spin multiplicity: 1
ΔE to the lowest compared entry with this formula, charge and spin: 0.000 eV

=====

- Look up the highest occupied orbital energy of the second one.
  -8.08 eV

=====

- What is the highest occupied orbital energy in the second record?
  -8.08 eV

=====

- Among the records above, which one has the highest highest occupied orbital energy?
  C66H144N6O12